No. 1
Entry from OMol25: a single C29H33N5O3S molecule (ωB97M-V with the def2-TZVPD basis set).

XYZ file:
```
71
C29H33N5O3S ωB97M-V with the def2-TZVPD basis set
C 3.67357 1.06086 -6.56382
H 4.46978 0.49152 -6.09064
H 4.11628 1.83632 -7.18384
H 3.10149 0.38491 -7.19380
C 2.76171 1.67727 -5.50843
C 2.06396 0.57602 -4.71421
O 1.88414 -0.53984 -5.14155
N 1.63209 1.01162 -3.49051
C 0.96183 0.30582 -2.49608
C 0.59017 -1.02921 -2.63823
C -0.03294 -1.68463 -1.59467
C -0.29181 -1.02147 -0.40350
C 0.03015 0.32380 -0.27396
C 0.65764 0.97825 -1.31169
H 0.92771 2.01803 -1.19936
H -0.20014 0.84700 0.64147
N -0.91741 -1.69979 0.67939
C -0.25531 -2.45370 1.57123
O -0.78843 -2.90678 2.57258
C 1.21718 -2.76233 1.26187
N 2.02343 -1.59121 1.07838
C 2.78568 -1.25315 -0.00042
N 3.36643 -0.09997 0.10118
C 2.98804 0.39084 1.32720
C 3.31073 1.58186 1.96761
C 2.78794 1.79409 3.22582
C 1.96530 0.85297 3.84979
C 1.62379 -0.33259 3.22985
C 2.14038 -0.54610 1.96237
H 0.99287 -1.06545 3.70987
H 1.59617 1.05939 4.84382
H 3.02201 2.70764 3.75196
H 3.95512 2.30292 1.49118
H 2.88262 -1.90108 -0.85038
H 1.27190 -3.37044 0.35472
H 1.59244 -3.35260 2.10712
C -2.36535 -1.50088 0.84668
C -3.04598 -1.51471 -0.48529
C -3.09436 -0.46957 -1.35674
S -3.91719 -0.87197 -2.80505
C -4.19860 -2.47286 -2.24393
C -3.68552 -2.67122 -1.00580
H -3.75341 -3.60169 -0.47014
H -4.72922 -3.16613 -2.86505
H -2.71003 0.51998 -1.22330
H -2.71918 -2.35043 1.44375
C -2.61859 -0.20630 1.65613
O -3.07439 0.80434 1.16329
N -2.25916 -0.35261 2.93924
H -1.88705 -1.24786 3.23075
C -2.37923 0.68367 3.96819
C -1.83021 0.09582 5.26613
H -1.91129 0.82441 6.06824
H -0.78330 -0.17369 5.15064
H -2.39065 -0.79245 5.55011
C -1.56811 1.91371 3.55203
H -1.97064 2.32380 2.63014
H -1.62074 2.67444 4.32600
H -0.52501 1.64604 3.39376
C -3.85536 1.05464 4.13634
H -3.96422 1.82244 4.89724
H -4.24869 1.43207 3.19682
H -4.43347 0.18195 4.43225
H -0.32163 -2.71994 -1.70313
H 0.79918 -1.54447 -3.56025
H 1.86445 1.96243 -3.23781
C 1.68264 2.54852 -6.15969
H 1.02578 2.99053 -5.41298
H 2.14441 3.35010 -6.73165
H 1.07912 1.94630 -6.83481
H 3.35849 2.29082 -4.82442
```

The orbital gap comes out at 8.99 eV. The total energy comes out at -55039.686 eV. As for the max |F|: 0.7 eV/A. The calculation puts the highest occupied orbital energy at -8.41 eV. As for the total charge: 0. The value obtained for the LUMO energy is 0.58 eV. For the relative energy (zero: lowest compared OMol25 entry of this formula, charge and spin), the calculation gives 0.000 eV.

Atom charges from the natural (NBO) analysis, given in e for atoms 1 to 2: -0.599, 0.216

No. 2
Entry from OMol25: a molecular structure, C29H34AsF6MgNO4S2Sb (ωB97M-V with the def2-TZVPD basis set).

XYZ file:
```
79
C29H34AsF6MgNO4S2Sb ωB97M-V with the def2-TZVPD basis set
Mg -0.05276 0.14105 -0.08574
F -2.72927 -0.07431 2.14937
C -2.15584 -0.91789 3.01032
F -2.33104 -0.46906 4.23707
F -2.71604 -2.11218 2.88670
S -0.32271 -1.03010 2.65946
O -0.05964 0.23312 1.95185
O 0.32296 -1.21829 3.90223
N -0.08184 -2.23558 1.70083
S -0.56051 -2.44905 0.25022
O -1.52634 -1.41251 -0.14819
O 0.54221 -2.54477 -0.66402
C -1.43033 -4.08144 0.19131
F -0.53132 -5.02700 0.39102
F -1.96311 -4.20419 -1.01284
F -2.37229 -4.14686 1.11086
C -2.41235 4.92077 -1.84004
C -2.01289 3.87714 -0.80188
C -0.87385 4.36319 0.09085
Sb -1.48327 1.98475 -1.70456
C -3.35604 1.08227 -2.29297
C -4.26355 0.96997 -1.07058
C -4.04360 1.79110 -3.45273
C -0.57822 2.50618 -3.58686
C 0.70305 3.30487 -3.38186
C -0.34036 1.23266 -4.39289
H -2.75575 5.82789 -1.33774
H -3.21721 4.57807 -2.49011
H -1.56602 5.20058 -2.47072
H -2.87964 3.64242 -0.17928
H 0.02686 4.57804 -0.48906
H -0.60792 3.63537 0.86039
H -1.16577 5.28773 0.59397
H -3.06089 0.07621 -2.60273
H -4.57219 1.95436 -0.71235
H -3.78201 0.43936 -0.24646
H -5.17062 0.42043 -1.33070
H -4.36012 2.79743 -3.17394
H -4.94159 1.23762 -3.73690
H -3.41165 1.86617 -4.33803
H -1.31537 3.12911 -4.09914
H 1.45120 2.72337 -2.83643
H 0.53268 4.22950 -2.82844
H 1.13922 3.57220 -4.34726
H 0.34286 0.55325 -3.87418
H 0.10886 1.47492 -5.35873
H -1.26467 0.68620 -4.58668
C 5.85238 -0.47407 -3.48246
C 4.57076 -0.07756 -3.83461
C 3.63102 0.18549 -2.84904
C 3.97979 0.06260 -1.51070
C 5.26449 -0.33941 -1.15669
C 6.19867 -0.60854 -2.14438
As 2.68736 0.44257 -0.12677
C 3.25835 -0.43399 1.46931
C 3.30620 -1.79646 1.71418
C 3.66239 -2.23601 2.98210
C 3.94597 -1.31574 3.98223
C 3.88891 0.04852 3.73520
C 3.54764 0.50572 2.46897
C 3.45201 1.92076 2.04946
C 3.69285 3.03153 2.85005
C 3.57773 4.30598 2.31471
C 3.22001 4.49271 0.98509
C 2.96286 3.39402 0.17685
C 3.08412 2.12256 0.71244
H 6.58279 -0.68537 -4.25200
H 4.29890 0.01907 -4.87738
H 2.62529 0.47440 -3.13137
H 5.53156 -0.44060 -0.11170
H 7.19654 -0.92275 -1.86956
H 3.06419 -2.50819 0.93398
H 3.70859 -3.29564 3.19390
H 4.21305 -1.66719 4.96992
H 4.11104 0.74685 4.53154
H 3.97566 2.91005 3.88756
H 3.77494 5.16594 2.94097
H 3.14439 5.49309 0.57983
H 2.68424 3.53583 -0.86114
```

The orbital gap comes out at 8.59 eV. The total energy comes out at -151096.566 eV. As for the max |F|: 1.0 eV/A. The calculation puts the highest occupied orbital energy at -11.03 eV. As for the total charge: +1. The value obtained for the LUMO energy is -2.44 eV. For the relative energy (zero: lowest compared OMol25 entry of this formula, charge and spin), the calculation gives 0.558 eV.

Atom charges from the natural (NBO) analysis, given in e for atoms 1 to 2: 1.564, -0.308

No. 3
Entry from OMol25: a molecular structure, C29H34AsN4NaO2S3 at a distorted geometry (ωB97M-V with the def2-TZVPD basis set).

XYZ file:
```
74
C29H34AsN4NaO2S3 ωB97M-V with the def2-TZVPD basis set
Na 0.47055 0.13089 1.02895
C 7.06433 3.07190 -4.63872
O 7.03235 2.95538 -3.22749
C 6.22926 3.83869 -2.58192
C 5.92823 3.55686 -1.25674
C 5.11276 4.40596 -0.52754
C 4.60263 5.58485 -1.09308
C 4.93670 5.85673 -2.40816
C 5.73011 4.98918 -3.16397
N 3.93672 6.62063 -0.34772
N 3.20966 6.37754 0.65163
C 2.52108 5.18483 0.89713
C 2.34416 4.92054 2.26509
C 1.80670 3.75631 2.75830
C 1.33146 2.72934 1.88682
O 0.91113 1.63739 2.29081
C 1.34434 3.06315 0.43161
N 0.73450 2.16195 -0.37829
C 0.63813 2.41106 -1.66634
C 1.10078 3.60964 -2.22558
C 1.72059 4.52815 -1.42085
C 1.91395 4.26132 -0.04434
H 7.58533 2.19552 -5.01272
H 7.60471 3.96887 -4.96211
H 6.05477 3.09633 -5.06182
H 6.32578 2.64913 -0.81514
H 4.87454 4.16418 0.50051
H 4.55447 6.77159 -2.85336
H 5.94925 5.23328 -4.19600
H 2.74109 5.66484 2.94771
H 1.74565 3.57280 3.82315
H 0.14054 1.65849 -2.26936
H 0.96138 3.80089 -3.28295
H 2.03669 5.46808 -1.83630
C -1.82316 -3.16587 3.55820
C -1.04135 -2.62606 2.35905
S -1.88756 -1.37404 1.40144
C 0.21679 -3.05318 2.11259
C 0.78882 -4.12230 3.03449
S 1.31470 -2.49772 0.85683
H -2.78710 -2.66917 3.62302
H -1.29179 -3.00212 4.50454
H -2.01370 -4.24453 3.47793
H 0.02327 -4.82584 3.38497
H 1.24339 -3.65557 3.91647
H 1.56608 -4.67363 2.51403
N 0.34397 -1.31772 -2.10185
C 1.00282 -1.50496 -3.28656
C 0.41181 -1.17582 -4.52350
C 1.10249 -1.35278 -5.71643
C 2.40424 -1.84983 -5.72890
C 3.00519 -2.15445 -4.50655
C 2.32663 -1.99017 -3.30811
H -0.66330 -1.26263 -2.09764
H 0.70516 -1.78413 -1.26818
H -0.59304 -0.77148 -4.52604
H 0.61401 -1.10202 -6.65299
H 2.93631 -1.99332 -6.66258
H 4.02348 -2.53362 -4.48917
H 2.80314 -2.23637 -2.36198
C -3.74362 -1.08515 -3.59066
As -3.00738 0.56831 -2.84531
C -4.36745 0.85189 -1.47410
C -3.82902 1.75668 -4.19449
S -2.60891 -2.22173 -0.35977
H -4.82049 -0.98316 -3.75973
H -3.56123 -1.87845 -2.86749
H -3.25091 -1.33760 -4.53104
H -5.37370 0.71978 -1.88802
H -4.27203 1.85674 -1.05506
H -4.18825 0.11114 -0.68797
H -4.86945 1.47303 -4.39028
H -3.26683 1.71129 -5.13021
H -3.80588 2.78728 -3.83169
```

The orbital gap comes out at 4.68 eV. The total energy comes out at -138442.458 eV. As for the max |F|: 1.6 eV/A. The calculation puts the highest occupied orbital energy at -0.88 eV. As for the total charge: -2. The value obtained for the LUMO energy is 3.80 eV. For the relative energy (zero: lowest compared OMol25 entry of this formula, charge and spin), the calculation gives 0.508 eV.

Atom charges from the Mulliken analysis, given in e for atoms 1 to 2: 0.891, -0.894

No. 4
Entry from OMol25: 2 unconnected molecules or ions with the total composition C29H34BF3O4 at a distorted geometry (ωB97M-V with the def2-TZVPD basis set).

XYZ file:
```
71
C29H34BF3O4 ωB97M-V with the def2-TZVPD basis set
C 5.15551 -2.22792 3.67008
O 4.46800 -0.95232 3.71979
C 3.10951 -0.95972 3.65953
C 2.49067 0.30912 3.61984
C 1.13140 0.40339 3.39375
C 0.34384 -0.75904 3.33860
C -1.15331 -0.65749 2.99574
O -1.84779 -1.85615 3.34198
C -3.23579 -1.66487 3.65327
C 0.95508 -2.00860 3.33933
C 2.31467 -2.12383 3.59388
H 6.20562 -1.93576 3.65792
H 4.94227 -2.82925 4.56705
H 4.91770 -2.81114 2.76497
H 3.10033 1.20547 3.72040
H 0.66017 1.37903 3.26080
H -1.61936 0.19074 3.52566
H -3.69940 -2.65975 3.72742
H -3.29247 -1.10200 4.59920
H -3.76800 -1.05449 2.89807
H 0.35060 -2.89029 3.13993
H 2.75618 -3.11569 3.66053
C 0.82196 3.14193 0.53141
C 0.95610 2.80450 -0.95793
C 0.82949 4.07141 -1.78783
C 2.20945 1.84671 -1.29024
C 2.65213 1.87164 -2.77348
C 3.40187 1.95279 -0.36011
O 1.62536 0.53122 -1.12313
B 0.35689 0.76807 -1.64124
C -0.38348 -0.26522 -2.50678
C -1.49371 0.07901 -3.30466
C -1.88813 -0.74903 -4.36280
C -1.25824 -1.97739 -4.54804
C -1.56897 -2.82934 -5.76089
F -0.43815 -3.07832 -6.48937
F -2.08450 -4.04648 -5.41229
F -2.46038 -2.25122 -6.60761
C -0.30839 -2.42875 -3.63153
C 0.09471 -1.58325 -2.59918
C -1.18143 -0.49193 1.52240
C -2.49868 -0.23380 0.81805
C -3.13656 -1.28398 0.14838
C -4.35884 -1.05629 -0.47604
C -4.97283 0.19585 -0.35636
C -4.26938 1.27910 0.18557
C -3.04124 1.05955 0.82488
O -0.18900 1.99633 -1.33191
H 1.59400 3.85542 0.85411
H -0.15681 3.60591 0.71899
H 0.89004 2.24606 1.16564
H 1.67459 4.75600 -1.64579
H 0.73388 3.82709 -2.85267
H -0.08703 4.59526 -1.48952
H 3.20473 2.77434 -3.04542
H 3.29038 0.99439 -2.95669
H 1.79639 1.77492 -3.46001
H 3.89565 2.93105 -0.45545
H 3.11967 1.82060 0.69097
H 4.14230 1.17739 -0.59367
H -2.05272 0.99554 -3.12367
H -2.68769 -0.45527 -5.03818
H 0.09502 -3.43595 -3.73294
H 0.81003 -1.95659 -1.85992
H -0.70953 -1.36736 1.03512
H -0.51101 0.35151 1.26659
H -2.67582 -2.27348 0.15809
H -4.86323 -1.87594 -0.99818
H -5.98533 0.33335 -0.73018
H -4.70461 2.27639 0.18115
H -2.51442 1.84676 1.35459
```

The orbital gap comes out at 8.61 eV. The total energy comes out at -47646.127 eV. As for the max |F|: 2.5 eV/A. The calculation puts the highest occupied orbital energy at -8.22 eV. As for the total charge: 0. The value obtained for the LUMO energy is 0.38 eV. For the relative energy (zero: lowest compared OMol25 entry of this formula, charge and spin), the calculation gives 0.000 eV.

Atom charges from the Mulliken analysis, given in e for atoms 1 to 2: -0.855, -0.439